<i>
The following is a DFT calculation (ωB97M-V/def2-TZVPD) of a cluster of 5 separate species, C3H16O4S in total.

Last columns: bonded neighbours and bond lengths (Å).
Atoms and positions in Å:
1 C -2.72385 -1.78884 -3.75464  C2 1.577, H5 1.118, H6 1.086, H7 1.165
2 C -2.73822 -0.84696 -2.49038  C1 1.577, C3 1.517, H8 1.098, H9 1.162
3 C -1.39711 -0.90721 -1.78328  C2 1.517, S4 1.802, H10 1.108, H11 1.042
4 S -1.17464 0.25589 -0.42506  C3 1.802, H12 1.319
5 H -3.56247 -1.44950 -4.41107  C1 1.118
6 H -2.64252 -2.79143 -3.34541  C1 1.086
7 H -1.69162 -1.46420 -4.18609  C1 1.165
8 H -3.13034 0.17290 -2.60017  C2 1.098
9 H -3.52608 -1.34212 -1.79512  C2 1.162
10 H -0.68000 -0.68695 -2.59839  C3 1.108
11 H -1.18492 -1.87468 -1.45995  C3 1.042
12 H -1.35249 -0.53780 0.61347  S4 1.319
13 O 2.96850 -0.23802 1.33644  H14 0.938, H15 0.987
14 H 2.81991 0.44537 0.71137  O13 0.938
15 H 2.64727 0.33753 2.07049  O13 0.987
16 O 3.99111 0.96090 3.59324  H17 0.995, H18 0.957
17 H 4.89027 0.89378 3.17346  O16 0.995
18 H 3.81817 1.88043 3.39159  O16 0.957
19 O 0.04203 0.48899 2.45122  H20 0.945, H21 0.968
20 H 0.65557 -0.13004 2.81648  O19 0.945
21 H -0.87460 0.20400 2.57543  O19 0.968
22 O 1.98352 2.66105 1.93820  H23 0.997, H24 1.061
23 H 1.79955 3.61647 2.15654  O22 0.997
24 H 1.06296 2.14043 2.02163  O22 1.061

Summary:
structure (SMILES): CCCS.O.O.O.O
HOMO energy: -0.3297 hartree

<ii>
The following is a DFT calculation (ωB97M-V/def2-TZVPD) of a cluster of 5 separate species, C3H16O4S in total.

Last columns: bonded neighbours and bond lengths (Å).
Atoms and positions in Å:
1 C -0.85520 2.43891 -0.14309  C2 1.536, H5 1.095, H6 1.086, H7 1.088
2 C -1.84488 1.46699 -0.80181  C1 1.536, S3 1.876, H8 1.092, H9 1.081
3 S -1.27004 0.97597 -2.51904  C2 1.876, C4 1.837
4 C -1.42836 -0.84303 -2.72214  S3 1.837, H10 1.093, H11 1.102, H12 1.080
5 H -1.23333 2.94187 0.75330  C1 1.095
6 H 0.12383 2.03028 0.08760  C1 1.086
7 H -0.78160 3.25757 -0.85632  C1 1.088
8 H -2.15749 0.56875 -0.26585  C2 1.092
9 H -2.71326 1.99911 -1.16521  C2 1.081
10 H -2.47310 -1.15950 -2.78442  C4 1.093
11 H -0.98351 -1.25137 -1.79996  C4 1.102
12 H -0.76337 -1.02833 -3.55281  C4 1.080
13 O -0.45257 -2.75919 4.64775  H14 0.951, H15 0.958
14 H -0.57348 -2.11278 3.96008  O13 0.951
15 H 0.26419 -3.39341 4.59884  O13 0.958
16 O 2.42382 0.03594 -0.63563  H17 0.964, H18 0.961
17 H 3.18554 0.25152 -1.18636  O16 0.964
18 H 2.20270 -0.80291 -1.04930  O16 0.961
19 O 0.37449 -0.39121 0.99441  H20 0.957, H21 0.961
20 H 0.84815 0.41730 0.79961  O19 0.957
21 H 0.99978 -0.84925 1.56266  O19 0.961
22 O 3.06284 -1.05064 2.41119  H23 0.971, H24 0.956
23 H 3.65861 -0.33971 2.12513  O22 0.971
24 H 2.56120 -1.30807 1.63907  O22 0.956

Summary:
structure (SMILES): CCSC.O.O.O.O
HOMO energy: -0.3027 hartree

<ii> is the most stable structure; the next one sits 0.100 eV above it.

<i>
The following is a DFT calculation (ωB97M-V/def2-TZVPD) of the molecule C2H3ClO2.

Last columns: bonded neighbours and bond lengths (Å).
Atoms and positions in Å:
1 O 0.43819 1.56866 -0.13231  C2 1.382, H6 0.944
2 C 0.56617 0.19289 -0.11495  O1 1.382, Cl3 1.675, C4 1.506, O5 1.388
3 Cl 2.02697 -0.23720 0.58290  C2 1.675
4 C -0.60365 -0.71924 0.14318  C2 1.506, O5 1.433, H7 1.004, H8 1.092
5 O 0.07808 -0.63686 -1.11441  C2 1.388, C4 1.433
6 H -0.42283 1.89036 -0.34537  O1 0.944
7 H -0.42709 -1.56641 0.65287  C4 1.004
8 H -1.65585 -0.49221 0.32809  C4 1.092

Summary:
structure (SMILES): O[C@@]1(Cl)CO1
HOMO energy: -0.3790 hartree

<ii>
The following is a DFT calculation (ωB97M-V/def2-TZVPD) of a cluster of 2 separate species, C2H3ClO2 in total.

Last columns: bonded neighbours and bond lengths (Å).
Atoms and positions in Å:
1 O 0.44418 0.27976 0.84821  C2 1.326, C4 1.298
2 C -0.10809 -0.85099 0.43102  O1 1.326, O3 1.410, C4 1.872, H5 1.127
3 O 1.14517 -1.49725 0.40610  C2 1.410, C4 1.397
4 C 1.63232 -0.22695 0.72217  O1 1.298, C2 1.872, O3 1.397, H6 1.071
5 H -0.99894 -1.31532 0.94139  C2 1.127
6 H 2.52605 0.21270 0.32866  C4 1.071
7 Cl -1.79836 1.45605 -1.53871  H8 1.299
8 H -2.84235 1.94200 -2.13884  Cl7 1.299

Summary:
structure (SMILES): O1[C@H]2O[C@@H]12.Cl
HOMO energy: -0.2966 hartree

<i> is the most stable structure; the next one sits 2.346 eV above it.